Record 1
This record from the Open Molecules 2025 dataset describes a 8-piece molecular cluster, C21H45FN8O20PS overall. The level of theory is the ωB97M-V functional and the def2-TZVPD basis.

```
97
Properties=species:S:1:pos:R:3:forces:R:3:lowdin_charge:R:1
C -2.150318 -0.226031 0.889666 0.07 0.70 1.03 -0.079
C -0.667467 0.043576 1.361088 -0.32 -0.56 -0.62 -0.334
C 0.208729 0.667022 0.201305 0.05 0.43 0.55 -0.059
C -0.036571 -1.300209 1.949999 0.37 -0.07 -1.43 -0.122
C -0.089047 -2.461424 0.905589 -0.48 -1.03 -0.64 -0.067
C -1.262020 -3.300234 0.746445 3.07 -0.12 -1.71 0.079
C -1.191002 -4.360826 -0.284850 0.52 0.98 0.34 -0.099
C -2.500583 -5.218981 -0.473303 0.85 -0.33 0.76 -0.161
C -3.822247 -4.471816 -0.061692 -0.42 -0.23 -0.59 -0.189
C -4.088164 -3.105167 -0.810973 -0.34 -1.15 1.23 -0.193
S -3.444087 -3.001488 -2.512751 -0.01 5.05 -2.96 0.662
O -4.286143 -2.017179 -3.198923 -0.11 -1.89 1.20 -0.313
O -2.072343 -2.461245 -2.544351 -0.79 -2.56 0.97 -0.317
O -3.609040 -4.406181 -3.331740 0.50 0.90 1.40 -0.167
C 0.033216 -4.579981 -1.076040 -2.70 0.82 2.02 -0.120
P -0.000492 -5.971220 -2.283648 0.84 -2.30 -2.85 0.602
O 1.316212 -6.414615 -2.809315 -0.63 0.97 0.98 -0.274
O -0.904485 -5.479796 -3.598887 0.70 -0.70 1.94 -0.148
O -0.753837 -7.340524 -1.680213 0.52 3.07 0.32 -0.123
N 1.124552 -3.732581 -0.868466 -0.52 0.55 1.55 0.020
C 2.361463 -3.879199 -1.680765 1.36 -0.08 -2.68 -0.266
C 2.014564 -3.412948 -3.152206 0.05 0.18 -0.36 -0.001
F 3.400785 -3.050464 -1.249060 -1.52 -0.53 0.47 0.005
C 1.082079 -2.718905 0.044323 -1.83 0.21 1.11 0.097
H -2.661845 0.772726 0.780970 0.65 -1.37 -0.04 0.049
H -2.679988 -0.748278 1.736847 0.31 0.26 -0.86 0.092
H -2.224362 -0.812870 -0.063302 0.21 0.61 0.78 0.066
H -0.714598 0.770422 2.209411 0.12 -0.71 -0.59 0.137
H 1.240203 0.216775 0.206251 -0.96 0.51 -0.12 0.047
H -0.267410 0.588358 -0.812084 0.44 -0.21 0.90 0.091
H 0.348817 1.769575 0.390701 -0.09 -1.13 -0.24 0.093
H 1.057335 -1.108681 2.144279 -1.11 -0.18 0.19 0.122
H -0.575560 -1.578598 2.884695 0.57 0.03 -1.04 0.088
H -2.152719 -3.095553 1.372629 0.77 -0.40 -0.59 0.123
H -2.549230 -5.700032 -1.488511 -0.18 0.81 0.97 0.094
H -2.392055 -6.086767 0.244923 -0.20 0.80 -0.69 0.137
H -3.880973 -4.282331 1.046397 0.16 -0.24 -1.11 0.122
H -4.671051 -5.171197 -0.301976 0.88 0.63 0.25 0.132
H -3.625497 -2.266648 -0.217785 -0.10 -0.67 -1.25 0.082
H -5.190542 -2.879541 -0.823948 1.14 -0.36 -0.44 0.127
H -2.990558 -4.333333 -4.094335 -0.20 -0.10 0.48 0.098
H -0.530124 -5.991387 -4.348432 -0.15 0.27 0.37 0.107
H -0.589475 -7.309984 -0.716448 -0.20 -0.56 -0.32 0.085
H 2.776402 -4.923372 -1.644971 -0.88 0.95 0.13 0.166
H 1.102391 -2.750615 -3.174687 0.97 -0.53 0.18 0.097
H 1.816745 -4.251284 -3.860355 0.21 0.46 0.88 0.076
H 2.897253 -2.854862 -3.572301 -0.88 -0.54 0.60 0.097
H 1.937573 -2.011906 0.194156 -0.47 -1.15 -0.56 0.140
C 1.017877 -1.421971 6.610427 0.15 -0.16 0.23 0.059
N 0.326176 -1.615839 5.308096 0.10 0.00 0.17 -0.426
O 0.065226 -2.757078 4.972518 -0.08 0.29 -0.13 0.065
O 0.068487 -0.614410 4.666155 -0.02 -0.17 0.48 0.049
H 1.181370 -2.393947 7.066659 -0.07 0.04 -0.13 0.098
H 1.964506 -0.925590 6.407883 -0.13 0.10 0.00 0.107
H 0.374755 -0.805056 7.234070 0.08 0.08 -0.12 0.106
C -5.359131 2.380713 -1.166391 -0.04 -0.05 -0.31 0.059
N -4.245234 2.343948 -0.180982 -0.03 0.10 -0.26 -0.440
O -3.115282 2.198365 -0.610838 -0.28 0.36 0.07 0.042
O -4.540027 2.462791 0.993213 0.19 -0.03 -0.13 0.060
H -4.946313 2.263460 -2.164238 0.06 -0.01 0.13 0.100
H -6.034246 1.561511 -0.928794 -0.02 0.13 0.08 0.104
H -5.855766 3.343053 -1.063765 -0.04 -0.11 0.11 0.105
C -2.659096 5.115737 1.858687 -0.31 -0.04 0.06 0.036
N -1.513226 5.996865 2.209026 -0.06 0.06 0.10 -0.451
O -1.760072 7.028300 2.802318 0.20 -0.16 -0.18 0.075
O -0.406621 5.617644 1.872208 -0.18 0.16 0.02 0.052
H -3.576006 5.575414 2.216364 0.14 0.03 0.02 0.098
H -2.675102 5.014023 0.775597 0.13 -0.11 0.07 0.095
H -2.495326 4.155373 2.341906 0.05 0.01 -0.16 0.097
C 2.447020 -0.034581 -2.588514 -0.17 -0.20 0.05 0.014
N 2.837179 1.397288 -2.480152 0.02 0.09 0.08 -0.424
O 2.718542 1.931283 -1.391545 0.05 0.02 -0.28 0.051
O 3.246906 1.930935 -3.489844 -0.07 -0.08 0.27 0.084
H 2.103892 -0.375786 -1.617062 0.11 0.13 -0.10 0.044
H 1.648630 -0.105527 -3.325064 0.14 0.08 -0.08 0.107
H 3.325593 -0.592534 -2.902315 -0.04 0.12 -0.05 0.095
C 5.781251 0.893813 0.914693 0.23 0.16 -0.12 0.062
N 4.563984 0.046430 0.834562 0.19 0.13 0.06 -0.418
O 4.256250 -0.398518 -0.257336 -0.22 -0.14 0.29 0.031
O 3.954162 -0.147742 1.868911 -0.08 -0.12 -0.38 0.064
H 6.213992 0.977580 -0.077891 -0.13 -0.06 0.05 0.103
H 5.477088 1.870267 1.287070 0.00 -0.10 0.06 0.074
H 6.475244 0.409451 1.598437 -0.13 0.04 0.06 0.107
C 3.763618 5.201756 -0.379279 0.41 -0.36 -0.29 0.033
N 4.092070 4.881638 1.035161 -0.15 0.05 -0.04 -0.426
O 4.944077 4.030753 1.244748 -0.10 0.09 0.12 0.028
O 3.486535 5.491545 1.888730 0.24 -0.26 -0.07 0.084
H 4.375767 4.583963 -1.030536 -0.05 -0.07 0.17 0.094
H 2.708602 4.987283 -0.525339 0.05 0.15 0.06 0.097
H 3.976455 6.252010 -0.533986 -0.08 -0.12 0.07 0.076
C 0.321049 8.549916 -0.161709 -0.29 0.11 0.00 0.057
N 1.422945 8.108582 -1.058196 -0.12 0.14 -0.08 -0.424
O 1.302993 8.327536 -2.246812 0.17 -0.15 0.22 0.081
O 2.370127 7.555899 -0.528967 -0.43 0.50 -0.26 0.034
H -0.450018 9.022336 -0.763558 0.15 -0.04 -0.05 0.097
H -0.066697 7.665750 0.340680 0.21 0.07 0.11 0.075
H 0.741310 9.255168 0.551631 0.02 -0.17 0.05 0.109
```
Forces are in eV/Å.

The calculation puts the HOMO-LUMO gap at 7.8 eV. The LUMO energy is -4.4 eV. Its net charge is +1. The HOMO energy comes out at -12.203 eV. The energy is -98193.3288 eV.

Record 2
This record from the Open Molecules 2025 dataset describes an isolated molecule of C21H27N3O3S. The level of theory is the ωB97M-V functional and the def2-TZVPD basis.

```
55
Properties=species:S:1:pos:R:3:forces:R:3:nbo_charge:R:1
C -6.428741 -2.036153 -0.680634 0.00 -0.02 0.06 -0.630
C -5.275830 -1.139406 -0.349016 0.05 0.04 -0.02 0.006
C -3.995603 -1.666080 -0.204752 -0.02 0.15 -0.01 -0.208
C -2.923199 -0.854488 0.122603 0.09 -0.09 0.10 -0.212
C -3.142722 0.497449 0.304970 0.32 0.27 0.26 -0.270
S -1.777096 1.578542 0.672449 -0.05 0.27 -0.56 2.311
O -0.791966 0.849128 1.426576 -0.29 -0.24 -0.30 -0.960
O -2.258027 2.819521 1.210501 -0.21 -0.03 -0.23 -0.946
N -1.234088 1.930133 -0.868393 -0.31 0.09 0.85 -0.877
C -0.181077 1.152493 -1.475681 0.34 -0.21 -0.25 -0.218
C 1.218809 1.780880 -1.387904 -0.21 -0.36 0.24 -0.234
C 1.551471 2.124638 0.064493 0.13 0.22 -0.19 -0.413
C 3.009849 2.542718 0.253875 -0.07 -0.16 0.06 -0.408
C 4.003994 1.544137 -0.339356 0.13 0.11 -0.26 -0.315
C 4.093408 0.161792 0.308484 0.10 0.62 0.12 0.693
O 4.784296 -0.709369 -0.183116 0.10 -0.35 -0.15 -0.642
N 3.402698 -0.041949 1.454439 -0.14 0.03 0.43 -0.614
C 3.187734 -1.397902 1.933825 0.10 -0.06 -0.15 -0.244
C 2.256224 -2.117600 0.991408 0.00 -0.20 -0.09 -0.076
C 2.733643 -3.054599 0.083349 -0.17 0.07 0.07 -0.142
C 1.858587 -3.608176 -0.837473 -0.03 0.04 0.04 -0.258
C 0.537730 -3.191128 -0.821823 0.15 -0.21 -0.21 0.032
N 0.071803 -2.297910 0.036297 -0.42 0.12 0.03 -0.452
C 0.907055 -1.778706 0.921260 0.36 -0.04 0.18 0.030
C 3.667906 1.327611 -1.820721 0.03 -0.27 0.03 -0.388
C 2.243559 0.800125 -1.961688 -0.01 0.38 -0.15 -0.396
C -4.401828 1.045925 0.166139 -0.08 0.17 0.05 -0.190
C -5.467459 0.225189 -0.158399 0.12 -0.04 0.00 -0.223
H -6.135435 -2.788437 -1.409418 -0.04 -0.06 -0.06 0.220
H -6.763824 -2.555162 0.217581 -0.08 -0.06 0.01 0.225
H -7.266085 -1.466812 -1.075666 -0.08 -0.01 -0.04 0.217
H -3.836833 -2.724645 -0.348656 0.04 -0.13 -0.02 0.212
H -1.931104 -1.265599 0.238703 0.08 -0.13 -0.02 0.265
H -1.193349 2.921736 -1.035984 -0.14 0.25 0.17 0.407
H -0.440086 0.976340 -2.526926 0.04 -0.09 0.12 0.198
H -0.181418 0.191487 -0.957560 0.16 -0.14 -0.18 0.222
H 1.235611 2.698849 -1.988991 0.01 0.03 -0.03 0.190
H 1.302326 1.256206 0.672109 -0.01 0.06 -0.01 0.214
H 0.903483 2.935457 0.408030 0.01 -0.07 0.08 0.215
H 3.216594 2.714462 1.313185 0.01 0.09 0.02 0.208
H 3.166810 3.496765 -0.257897 0.06 0.02 0.07 0.212
H 5.013824 1.967402 -0.272106 -0.07 -0.11 0.03 0.236
H 2.754273 0.655882 1.776519 0.10 0.04 -0.10 0.405
H 2.770852 -1.344347 2.940653 0.08 -0.01 -0.04 0.216
H 4.155124 -1.906134 1.958122 -0.16 0.02 0.12 0.227
H 3.778320 -3.326762 0.087753 0.11 0.01 0.01 0.229
H 2.197883 -4.336153 -1.557936 0.00 -0.06 -0.07 0.221
H -0.185142 -3.579977 -1.527533 0.02 -0.10 -0.10 0.191
H 0.471588 -1.044350 1.587659 0.07 0.05 0.12 0.217
H 4.369747 0.607345 -2.242690 0.01 0.10 -0.02 0.236
H 3.770935 2.270593 -2.361778 0.04 0.05 -0.01 0.198
H 2.162978 -0.154917 -1.437053 -0.06 -0.15 0.02 0.204
H 2.021094 0.616787 -3.015275 -0.03 -0.10 -0.01 0.211
H -4.527088 2.104985 0.325697 -0.12 0.13 0.00 0.237
H -6.456646 0.646014 -0.264910 -0.09 0.05 -0.01 0.213
```
Forces are in eV/Å.

The calculation puts the HOMO-LUMO gap at 9.9 eV. The LUMO energy is 0.7 eV. The structure (SMILES) is Cc1ccc(S(=O)(=O)NC[C@H]2CC[C@@H](C(=O)NCc3cccnc3)CC2)cc1. The HOMO energy comes out at -9.179 eV. The energy is -43664.3199 eV.

Record 3
This record from the Open Molecules 2025 dataset describes an isolated ion of composition C8H12N2O4P and charge +1. The level of theory is the ωB97M-V functional and the def2-TZVPD basis.

```
27
Properties=species:S:1:pos:R:3:forces:R:3:nbo_charge:R:1
C -0.095764 0.265648 3.705422 0.37 1.76 -0.87 0.664
C -0.375945 0.681383 0.493052 -0.38 4.27 0.79 0.722
C 0.398947 -2.754378 1.059465 -1.44 2.89 3.96 -0.522
C -0.451429 -1.676591 0.440988 -0.31 -1.09 -2.33 -0.232
C 0.472667 -2.355264 2.514042 -2.34 3.56 -0.22 0.064
C -0.375583 -0.466118 2.474777 2.66 -6.78 2.81 0.110
C -0.340684 2.286744 -1.405963 1.48 2.68 2.58 -0.605
C -0.243640 0.869783 -0.954646 2.18 -0.89 -1.20 -0.161
N -0.402546 -0.412101 1.163130 -0.31 0.08 -1.59 -0.377
N 1.115559 0.249566 -1.256637 1.13 1.75 0.26 -0.856
O 0.309944 -0.270791 4.663833 0.43 -1.35 1.50 -0.438
O -0.387656 1.855871 1.172483 0.24 -2.26 -0.91 -0.744
O -0.858336 3.679780 2.635960 2.05 0.89 -0.09 -0.976
O -0.187767 1.637902 3.701615 -0.82 -0.54 -0.90 -0.754
P -1.293067 2.169671 2.578868 0.15 0.88 0.65 1.630
H 0.081553 -3.707906 0.868769 -1.17 -2.45 -0.29 0.266
H 1.356019 -2.661607 0.716284 2.75 0.18 -1.23 0.239
H 0.094996 -1.593125 -0.472620 -0.08 1.08 -0.87 0.264
H -1.480870 -1.879025 0.116094 0.13 -0.31 0.85 0.242
H 1.225552 -2.392218 3.279853 0.07 -0.24 0.15 0.208
H -1.131261 2.892563 -0.865170 0.92 -0.79 -0.57 0.241
H 0.710514 2.807927 -1.188123 -2.39 -0.86 -0.57 0.219
H -0.573206 2.344934 -2.421905 -0.04 0.01 -1.69 0.238
H -0.985548 0.303790 -1.487086 -0.40 -0.62 -0.10 0.245
H 1.948550 0.970728 -1.232178 -2.51 -1.68 -0.03 0.397
H 1.115013 -0.161215 -2.176527 0.05 0.01 -0.27 0.386
H 0.163053 3.815143 2.613198 -2.44 -0.20 0.17 0.530
```
Forces are in eV/Å.

The calculation puts the HOMO-LUMO gap (alpha / beta) at 7.0 / 8.9 eV. The LUMO energy (alpha / beta) is -5.7 / -4.0 eV. Its net charge is +1. The HOMO energy (alpha / beta) comes out at -12.773 / -12.907 eV. The energy is -28937.8738 eV.